# 1
# C3H4N2OS

C3H4N2OS in the gas phase (wB97M-V/def2-TZVPD, the Open Molecules 2025 dataset).

Geometry as XYZ:
```
11
C3H4N2OS | the Open Molecules 2025 dataset | wB97M-V/def2-TZVPD
S -2.34386 0.59968 0.33928
O 1.41541 -0.40087 -0.37614
N -0.56660 0.50912 0.13538
N -0.51153 -1.13857 -1.59616
C 1.54491 0.35698 0.84149
C 0.35971 0.89872 1.12980
C 0.08079 -0.39908 -0.76830
H 0.03164 -1.84652 -2.15838
H 2.52252 0.19345 1.27834
H 0.02292 1.48993 1.93300
H -2.55593 -0.26283 -0.75831
```

Calculated values
Relative energy (zero: lowest compared OMol25 entry of this formula, charge and spin), kJ/mol: 205.7
Structure (SMILES): [H]/N=c1\occn1S
Total charge: 0
Frontier orbital gap, eV: 8.67

# 2
# C37H34F4N7O4Sr

C37H34F4N7O4Sr as an isolated structure (wB97M-V/def2-TZVPD, the Open Molecules 2025 dataset).

Geometry as XYZ:
```
87
C37H34F4N7O4Sr | the Open Molecules 2025 dataset | wB97M-V/def2-TZVPD
Sr 0.05383 0.40163 -0.92282
F 3.08364 -1.58571 2.78759
F 1.95968 1.84624 -0.39470
F 4.40675 1.75371 -1.26803
F 5.48170 -1.59388 1.84521
O 2.27300 -5.00856 1.50422
O -1.25644 -6.41460 -0.81678
O 2.34254 -3.07983 -0.31613
O 1.01833 0.03167 -3.30356
N 1.69671 -1.48594 -1.77833
N -2.02337 -0.13613 2.38643
N -1.48067 -1.95693 -0.86255
N 0.18015 -5.82967 0.81735
N 2.51150 -1.52503 -4.00080
N 0.94072 0.04767 1.45053
N -0.77363 3.39467 -0.01501
C -0.57346 5.44727 1.28975
C 0.35912 -0.94745 2.33736
C 2.25236 0.03990 1.19458
C -2.06388 1.74812 -1.90402
C 5.04196 0.05242 0.23212
C -2.65616 -3.98852 0.62733
C 2.79635 0.92286 0.20152
C 2.43441 -2.57593 -1.44810
C -2.17666 5.27215 -0.47764
C 0.76677 3.49154 1.81677
C 0.05222 6.13686 2.35153
C -0.80537 -0.39897 3.15389
C 3.30772 -3.14245 -2.47066
C -3.32292 3.71926 -2.65690
C 1.00351 5.51808 3.11285
C -3.96716 2.98483 -3.63874
C -3.26285 -2.75256 0.51881
C 4.08354 0.90482 -0.27178
C -3.67928 1.63312 -3.76863
C 0.90276 -4.92901 1.71434
C -1.44697 -4.20009 -0.02193
C -2.73969 1.05441 -2.92340
C -2.63960 -1.76663 -0.23234
C -1.74394 3.93024 -0.72876
C -2.12445 1.25423 1.97769
C -0.82216 -5.56733 -0.04904
C 4.60299 -0.75226 1.26709
C 1.35266 4.17831 2.84399
C 2.46866 -0.94074 -5.32972
C 1.71045 -0.96405 -3.01378
C 3.31617 -0.74312 1.74962
C -0.90181 -3.15508 -0.74883
C -0.20643 4.11581 0.99776
C -1.59580 6.01531 0.49518
C -2.40127 3.11008 -1.79278
C 3.29857 -2.60236 -3.69817
C -3.21675 -0.53324 3.10064
H -3.08760 -0.78458 -0.34707
H 3.92524 -3.99299 -2.22750
H -4.17523 1.04160 -4.53255
H -0.02442 -1.80098 1.75558
H 0.71273 -5.23356 2.74587
H -3.54673 4.77800 -2.60105
H -4.67758 3.46741 -4.30003
H -2.97342 5.69694 -1.06787
H -1.20636 1.56883 1.49257
H 1.47904 6.04629 3.92984
H 3.10716 -1.52719 -5.98738
H 3.90477 -2.97737 -4.51249
H 0.52230 -3.91800 1.56196
H -2.52235 -0.00326 -3.08216
H 0.58479 -6.74786 0.69915
H -1.91486 7.03476 0.68432
H -4.20633 -2.54415 1.00352
H 1.44833 -0.94267 -5.70956
H -0.24402 7.16051 2.55376
H -4.09588 -0.34787 2.47848
H -3.18195 -1.59857 3.33628
H -0.47982 0.51166 3.68090
H -3.11670 -4.78828 1.19502
H 2.49771 -4.34066 0.82093
H 1.07366 -1.35512 3.04907
H -3.35302 0.02546 4.04408
H 2.09057 3.68127 3.46189
H -2.28978 1.92957 2.83693
H 6.05384 0.02536 -0.13862
H 2.81620 0.09122 -5.30426
H -2.94221 1.38737 1.26551
H -1.04062 -1.14301 3.92118
H 1.00353 2.45179 1.63555
H 0.04094 -3.28106 -1.26204
```

Calculated values
Relative energy (zero: lowest compared OMol25 entry of this formula, charge and spin), kJ/mol: 81.3
Total charge: -1
Frontier orbital gap, eV: 6.94

Copy entry 1 word for word.
# C3H4N2OS

C3H4N2OS in the gas phase (wB97M-V/def2-TZVPD, the Open Molecules 2025 dataset).

Geometry as XYZ:
```
11
C3H4N2OS | the Open Molecules 2025 dataset | wB97M-V/def2-TZVPD
S -2.34386 0.59968 0.33928
O 1.41541 -0.40087 -0.37614
N -0.56660 0.50912 0.13538
N -0.51153 -1.13857 -1.59616
C 1.54491 0.35698 0.84149
C 0.35971 0.89872 1.12980
C 0.08079 -0.39908 -0.76830
H 0.03164 -1.84652 -2.15838
H 2.52252 0.19345 1.27834
H 0.02292 1.48993 1.93300
H -2.55593 -0.26283 -0.75831
```

Calculated values
Relative energy (zero: lowest compared OMol25 entry of this formula, charge and spin), kJ/mol: 205.7
Structure (SMILES): [H]/N=c1\occn1S
Total charge: 0
Frontier orbital gap, eV: 8.67

> The lowest relative energy (zero: lowest compared OMol25 entry of this formula, charge and spin) belongs to which entry?

C37H34F4N7O4Sr